(1)
Density functional theory data (ωB97M-V with the def2-TZVPD basis set) for a 3-piece molecular cluster, C20H36N2O5P overall in a non-equilibrium geometry.

```
64
Properties=species:S:1:pos:R:3:forces:R:3
P 1.725964 -1.364700 -1.020306 0.9 -4.5 -1.1
O 0.720190 4.643400 -0.477814 0.0 0.1 -0.2
O 5.541911 -6.861217 -2.579440 -0.3 0.1 0.1
O 1.832638 0.042821 2.338301 -1.4 -2.2 -1.1
O 2.047457 -2.868912 -1.261177 -1.0 3.9 0.9
O 1.243104 -2.101629 3.102059 -1.2 3.6 -3.3
N -4.232969 -0.657966 1.221206 1.5 0.0 -2.0
N -2.540504 -0.931379 -0.587201 3.1 -0.3 1.9
C -2.833650 2.475508 1.210507 0.0 -0.8 0.3
C 3.231380 -6.972082 -2.070596 -0.2 -0.2 0.4
C 1.015293 -1.143215 2.343786 1.1 -1.6 1.9
C -4.735062 0.642736 0.643456 -1.6 1.6 0.6
C 2.020140 5.233135 -0.327102 0.0 0.1 0.4
C 3.540717 -5.594500 -2.612699 -0.2 0.3 -0.3
C -2.900451 0.257373 4.006847 -0.2 -0.3 1.0
C -1.909275 -0.888364 3.482153 -1.3 -0.4 0.0
C 0.125083 5.144211 -1.683551 -0.1 -0.3 0.0
C -1.218853 -1.080497 -1.136646 1.5 -0.2 2.7
C -0.239014 -1.088439 1.324022 -2.2 0.4 -1.7
C -1.695388 -0.936517 1.902390 1.7 -0.1 -3.4
C -4.337717 1.950699 1.476578 0.0 0.9 -0.4
C 0.982761 6.304806 -2.147415 -0.2 0.4 -0.1
C 0.022408 -1.175539 -0.230764 -4.3 1.3 1.5
C 5.045898 -5.522296 -2.449766 0.3 0.0 0.1
C -2.828195 -0.846444 0.829486 2.0 -0.5 0.8
C 4.433947 -7.770290 -2.534492 0.2 -0.2 -0.2
C -2.557018 3.968718 1.729737 0.7 -0.8 -0.3
C 2.351923 5.905287 -1.644571 0.4 -0.2 -0.2
H 4.282644 -8.164320 -3.545363 -0.1 -0.1 0.0
H -5.029760 2.797285 1.092989 1.0 -1.4 0.5
H 0.661307 7.227555 -1.653737 0.0 -0.1 -0.1
H 5.320979 -5.157809 -1.454014 0.0 0.1 0.0
H -5.889978 0.575808 0.681478 1.9 0.0 -0.1
H -1.679012 4.378635 1.097883 -1.5 -0.4 1.1
H -2.619832 2.316431 0.089043 -0.3 0.6 1.5
H -2.402931 -1.896312 3.768076 0.9 1.5 -0.5
H -2.071089 1.796588 1.757498 -1.2 1.0 -0.9
H 1.964321 5.962906 0.487484 0.1 0.0 0.0
H -3.976517 0.085983 3.648846 1.8 0.4 0.4
H -3.325876 -0.856557 -1.256681 0.6 -0.1 0.7
H -2.531978 1.316556 3.792950 -0.5 -1.6 0.1
H 0.123312 4.332060 -2.418978 -0.1 0.0 -0.1
H 3.201868 -6.942266 -0.976221 0.0 0.0 -0.1
H -3.479961 4.641075 1.651194 1.4 -1.0 0.2
H -4.467718 0.812227 -0.455102 -0.2 -0.3 1.3
H -2.946261 0.161426 5.159384 0.2 0.1 -1.8
H 2.284704 -7.382450 -2.426657 0.1 0.0 0.0
H -1.085313 -1.146610 -2.279197 -0.6 0.2 2.1
H 2.802619 5.180718 -2.331024 0.0 0.1 0.1
H 2.757946 -0.190132 2.095763 -0.7 0.0 0.7
H 5.518755 -4.881530 -3.197988 0.1 -0.1 0.0
H 3.016690 -4.789654 -2.094115 0.1 -0.1 -0.1
H -4.584920 1.861317 2.599252 0.5 -0.1 -1.9
H 0.939117 6.462175 -3.226317 0.0 0.0 0.1
H 3.040891 6.743883 -1.532773 -0.1 -0.1 0.0
H -2.176068 3.871694 2.815520 -0.8 0.5 -1.7
H 3.277079 -5.546205 -3.674768 0.0 0.0 0.1
H -4.819395 -1.383993 0.755126 0.8 0.4 0.6
H -0.948535 -0.831056 4.093244 -1.0 -0.1 -1.4
H 4.668300 -8.603052 -1.867722 0.1 0.1 -0.1
H 2.709825 -0.719619 -0.196329 -0.9 0.1 -0.3
H -0.908813 5.439045 -1.487705 0.0 -0.1 0.1
H 2.744384 4.462059 -0.054829 -0.1 0.0 0.0
H 1.776495 -0.698568 -2.303194 -0.5 0.2 1.1
```
Positions in Å, forces in eV/Å.

Calculated values
Total energy = -1610.27198 hartree
Highest occupied orbital energy = -10.5809 eV
Gap between HOMO and LUMO = 5.3 eV
Charge = +1

(2)
Density functional theory data (ωB97M-V with the def2-TZVPD basis set) for C20H37AsF3N4O4S2Tl as an isolated structure in a non-equilibrium geometry.

```
72
Properties=species:S:1:pos:R:3:forces:R:3
Tl -0.031397 -1.160835 -1.282274 0.1 -0.3 -0.2
As -0.715839 2.218002 -3.142866 0.0 0.0 -0.1
S 0.582583 -3.973705 -3.043176 0.1 0.1 0.0
S -1.153597 -5.055563 -2.930673 -0.2 0.1 -0.1
F 6.866214 3.731789 7.093704 -0.1 0.0 0.0
F 5.150923 4.600427 8.100463 0.1 0.0 -0.1
F 6.070882 5.619434 6.422325 0.0 -0.1 0.1
O -1.482959 -5.183980 -1.495196 0.0 0.0 0.1
O -2.196526 -4.247911 -3.619833 0.1 -0.1 0.1
O 0.633658 0.117347 -5.915759 0.0 0.0 -0.1
O -0.960124 -6.348839 -3.572879 0.0 0.0 0.0
N -0.780889 0.764193 0.754257 -0.8 -0.1 -0.3
N -2.515118 -1.881193 -2.137755 0.1 0.0 0.0
N 0.736512 -3.315998 0.188475 0.0 0.1 0.2
N -1.784025 -2.048176 0.771394 0.0 0.1 -0.1
C -1.510325 -1.252462 1.963719 0.0 0.0 0.0
C 3.507000 3.311833 6.320699 -0.1 0.0 -0.1
C -1.275682 3.959203 -3.874548 0.0 0.0 0.0
C -1.039880 -1.614096 -5.455728 0.0 0.0 -0.1
C 2.663848 2.701433 5.407348 0.1 0.1 0.1
C 3.072658 2.451307 4.086497 -0.2 0.1 -0.1
C -1.650174 0.252975 1.810635 0.2 0.1 0.0
C -3.134633 -1.849178 0.262968 0.0 0.0 0.0
C -2.371150 1.864847 -2.158641 -0.1 -0.1 0.0
C -3.387938 -2.453744 -1.119502 -0.1 0.1 0.1
C 0.377758 2.938889 -1.693947 0.0 0.0 0.0
C 0.423473 -1.282004 -5.667120 -0.1 0.1 0.3
C -0.085026 -3.811583 1.282903 0.0 0.1 0.0
C -1.544746 -3.458875 1.049346 0.0 -0.1 0.0
C 4.388315 2.808714 3.736586 0.1 0.0 0.0
C 2.165269 1.918098 3.131230 0.0 -0.1 0.0
C 4.789798 3.684218 5.939336 0.1 0.0 0.1
C 1.365630 1.447919 2.317730 0.8 0.3 0.6
C 5.700031 4.394900 6.881285 0.0 0.0 0.0
C 5.232796 3.410446 4.646834 -0.1 0.1 0.0
H -1.870012 -4.042109 0.191764 0.0 0.0 0.0
H -3.308244 -0.771296 0.196863 0.0 -0.1 0.0
H -2.230109 1.005363 -1.502675 0.0 0.0 0.0
H -2.693046 0.536473 1.638067 0.0 0.0 0.0
H 0.139543 0.996738 1.206619 -0.2 -0.1 -0.1
H 1.721826 -3.466051 0.366983 0.0 0.0 0.0
H -1.363781 0.678559 2.783495 -0.1 0.0 0.1
H 0.990208 -1.611593 -4.791853 0.0 0.0 0.0
H -1.168100 -2.659129 -5.166743 0.0 0.0 0.0
H -1.440498 -0.996052 -4.644177 0.0 0.0 0.0
H 3.160764 3.513670 7.325325 0.0 0.0 0.0
H -3.231713 -3.531157 -1.137298 0.1 0.0 0.1
H -2.128498 -3.769836 1.935819 0.0 0.0 0.0
H 4.719816 2.620012 2.724512 0.0 0.0 0.0
H 0.524037 -3.791210 -0.692594 0.0 -0.3 -0.1
H -3.155845 1.627296 -2.879182 0.0 0.0 0.0
H -0.480462 -1.450111 2.265776 0.0 0.0 0.0
H -0.048934 -4.903758 1.380377 0.0 0.0 0.0
H 1.654666 2.434257 5.689771 0.0 0.0 0.0
H -1.152873 1.653582 0.437977 0.0 0.0 0.0
H -2.674213 2.729721 -1.565178 0.0 0.0 0.0
H -2.053823 3.806661 -4.623001 0.0 0.0 0.0
H 0.714922 2.138667 -1.036142 0.0 0.0 0.0
H -0.170424 3.679136 -1.108711 0.0 0.0 0.0
H -2.938850 -1.090927 -2.607265 -0.1 0.0 0.0
H -1.622283 -1.411330 -6.359572 0.0 0.0 0.0
H -1.658155 4.608607 -3.084832 0.0 0.0 0.0
H 0.820483 -1.814945 -6.530915 0.0 0.1 -0.1
H -4.453293 -2.288827 -1.334014 0.0 0.0 -0.1
H 0.274045 -3.380488 2.222030 0.1 0.0 0.0
H -2.161240 -1.587405 2.794891 0.0 0.0 0.0
H -2.307132 -2.619746 -2.832090 0.0 0.1 0.0
H -0.426607 4.443461 -4.357199 0.0 0.0 0.0
H 0.305158 0.605157 -5.145909 0.0 -0.2 -0.1
H 6.234657 3.696999 4.349243 0.0 0.0 0.0
H 1.253906 3.411103 -2.140109 0.0 0.0 0.0
H -3.883244 -2.257326 0.972104 0.0 0.0 0.0
```
Positions in Å, forces in eV/Å.

Calculated values
Relative energy (zero: lowest compared OMol25 entry of this formula, charge and spin) = 0.4 kcal per mole
Total energy = -4808.52135 hartree
Highest occupied orbital energy = -1.6865 eV
Gap between HOMO and LUMO = 5.6 eV
Charge = -2

(3)
Density functional theory data (ωB97M-V with the def2-TZVPD basis set) for a 3-piece molecular cluster, C20H37B2N3O5 overall in a non-equilibrium geometry.

```
67
Properties=species:S:1:pos:R:3:forces:R:3
O -5.110846 1.888967 -0.887142 -0.1 0.1 0.0
O 7.725951 -1.808319 -1.080791 -0.2 -0.4 -0.8
O 0.413762 1.178883 2.058396 -0.2 -0.3 -0.3
O -2.460516 -3.355366 1.919881 -0.1 0.0 0.1
O -0.720982 2.811790 0.727181 0.1 -0.6 -0.2
N -7.307001 1.500560 -1.292116 -0.2 0.0 0.0
N -1.242400 -2.227609 3.470003 0.1 0.1 0.1
N 7.012991 0.108751 -0.091426 0.7 0.9 -0.6
C 4.769236 0.544438 -1.123603 0.0 0.6 -0.4
C 9.298811 -0.696133 0.293850 -0.1 0.1 0.4
C 4.011183 1.891408 -1.131470 0.3 -0.4 1.1
C 0.499500 -1.366049 -2.018595 -0.4 -0.1 0.1
C 0.052746 -1.740326 3.903457 -0.2 0.0 0.1
C -8.609795 2.026353 -1.648064 0.1 -0.2 0.0
C -3.481240 -0.818950 -0.460438 0.5 0.0 -0.2
C 0.079341 -0.086658 -1.657289 -0.3 -0.4 -0.1
C 1.023303 1.083960 -1.762006 0.3 -0.4 -0.1
C -6.222196 2.286576 -1.184652 0.1 0.1 0.0
C -2.413789 -1.963144 4.287220 0.0 -0.1 -0.2
C -1.652926 -2.288727 -1.390778 0.3 0.4 -0.1
C -1.228963 0.056016 -1.187706 0.1 0.1 0.2
C 7.956262 -0.868592 -0.369289 0.2 -0.1 0.6
C 2.968808 1.975951 0.005082 -0.5 0.2 -1.1
C -0.368085 -2.451770 -1.890587 -0.1 0.2 0.1
C -7.158449 0.075669 -1.041646 0.1 0.1 0.0
C 6.300237 0.673791 -1.262262 -0.7 -0.9 0.1
C -2.103940 -1.013742 -1.031289 0.3 -0.3 -0.1
C -1.398969 -2.924676 2.327326 0.1 -0.1 -0.2
B 1.469567 1.622071 -0.352756 0.3 0.4 0.5
B 0.321407 1.887693 0.882579 -0.1 0.1 -0.1
H 2.930507 3.013631 0.355792 -0.1 0.0 0.2
H -1.563651 1.049644 -0.917754 -0.1 0.1 -0.1
H 7.434511 0.840698 0.461588 -0.1 0.0 0.1
H 6.605221 0.097627 -2.130362 0.2 0.0 -0.1
H -3.782059 0.221870 -0.562679 -0.2 -0.2 0.1
H -6.435460 -0.352336 -1.735895 0.0 -0.1 0.0
H 0.040655 -0.652780 3.991194 0.1 0.0 0.0
H -0.454402 -3.073063 1.777372 0.0 0.0 0.0
H -8.547411 3.101513 -1.800657 0.0 0.0 0.0
H 3.249935 1.379572 0.874165 0.1 0.0 0.2
H -2.306169 -3.139750 -1.270506 -0.1 -0.1 0.0
H -1.568183 2.362221 0.830840 -0.2 0.4 0.2
H -4.171481 -1.478205 -0.979538 -0.3 0.1 0.0
H -9.327989 1.825126 -0.850851 -0.1 0.0 0.0
H 9.940766 -0.089979 -0.340361 0.0 0.1 -0.1
H -3.150172 -1.395757 3.716304 0.0 0.0 0.0
H 1.494507 -1.535129 -2.406765 0.1 0.1 0.0
H -8.119077 -0.416748 -1.167796 0.0 0.0 0.0
H -2.121349 -1.396010 5.167445 0.0 0.0 0.0
H 9.778713 -1.655462 0.434048 0.0 -0.2 0.0
H 0.310608 -2.168786 4.874486 0.1 0.0 0.0
H 1.882609 0.742482 -2.340869 0.2 0.1 -0.1
H -0.029733 -3.434569 -2.183225 0.0 -0.1 0.0
H 3.549564 2.061018 -2.098530 -0.1 0.1 -0.1
H -0.414602 1.254987 2.547985 0.1 0.1 0.3
H -6.793417 -0.091318 -0.027772 0.0 -0.1 0.0
H -3.477223 -1.118197 0.585938 -0.1 0.0 0.2
H 0.815575 -2.020423 3.181078 0.0 0.0 0.0
H 9.194740 -0.186310 1.249854 0.1 0.0 0.1
H 4.730266 2.691762 -0.963871 0.1 0.1 -0.2
H 6.600321 1.705718 -1.419422 0.0 0.2 0.1
H 4.383131 -0.062200 -1.940799 0.0 -0.3 0.0
H 0.590443 1.892363 -2.356312 -0.2 0.2 0.1
H 4.580546 0.015705 -0.197372 -0.1 -0.1 0.1
H -8.965287 1.560412 -2.569066 -0.1 0.0 0.0
H -2.876232 -2.901131 4.595860 0.0 0.0 0.0
H -6.431731 3.348989 -1.394616 0.0 0.0 0.0
```
Positions in Å, forces in eV/Å.

Calculated values
Total energy = -1374.54106 hartree
Highest occupied orbital energy = -8.3468 eV
Gap between HOMO and LUMO = 8.8 eV
Charge = 0

(4)
Density functional theory data (ωB97M-V with the def2-TZVPD basis set) for a 4-piece molecular cluster, C20H37BBrN3O11PS3 overall in a non-equilibrium geometry.

```
77
Properties=species:S:1:pos:R:3:forces:R:3
Br 0.290148 0.235210 5.246933 -1.1 -0.8 1.0
S -0.708479 3.613086 -2.628781 -0.8 -0.1 0.4
S -2.095684 -5.195908 -0.873555 0.3 0.3 0.0
S -3.431366 0.819776 -3.205484 0.1 -0.3 0.4
P 1.493428 0.615484 3.304889 0.6 3.2 -1.2
O 4.335940 -1.785651 5.253271 -1.7 -4.3 0.7
O 1.776211 -2.806860 2.201204 1.5 1.0 -1.0
O 1.787667 2.731873 5.403974 2.8 0.2 -2.6
O 3.621969 -3.739929 6.657292 2.4 3.6 -7.2
O -1.370549 3.879915 -1.369177 0.7 -0.2 -0.4
O -3.936183 0.903110 -4.559865 0.1 0.4 0.2
O -3.526336 -5.233018 -0.654490 0.2 0.0 -0.4
O 0.030192 2.390299 -2.872927 -0.5 0.4 -0.1
O -3.096239 1.996680 -2.428928 -0.6 -0.7 -0.3
O -1.514403 -5.184621 -2.201124 -0.5 -0.1 0.1
O 1.072836 -0.980709 2.766069 0.6 -0.2 -0.4
N 1.803181 3.660395 3.020950 -0.1 -1.3 0.7
N 3.703467 1.654154 1.610941 -3.0 -0.7 -5.7
N 2.084143 -1.624453 2.170413 -2.1 -2.6 1.1
C 3.991413 -3.215419 5.486015 -0.9 -1.3 4.9
C -4.538455 -0.200558 -2.252127 -0.4 -0.3 0.3
C -1.339447 -6.497723 0.088236 0.2 -0.7 0.3
C -1.107473 -4.441025 1.424791 0.0 0.1 0.4
C -2.488847 -1.505185 -2.334452 0.1 -0.2 0.2
C -1.886373 3.844519 -3.945831 -0.5 0.5 -0.6
C -2.049809 -0.312670 -3.182522 0.6 -0.3 0.0
C -1.773619 5.320957 -4.295352 0.0 0.2 0.0
C 1.321856 0.896457 0.291428 4.5 1.9 -1.9
C 0.322258 5.013992 -3.037074 0.6 0.5 -0.1
C 3.137730 0.093207 4.096648 2.1 -1.4 2.4
C -0.478510 -5.804701 1.143025 0.3 0.0 0.2
C 3.486681 1.881781 -1.194281 -1.8 -1.0 3.8
C -4.008775 -1.613408 -2.447181 -0.1 -0.3 -0.1
C 2.993691 -1.113417 5.246405 0.2 1.0 -0.5
C -1.416323 -3.839725 0.061780 0.2 0.4 0.3
C 2.310130 1.102041 1.613684 0.8 0.5 -4.0
C 4.234589 2.026184 0.257656 -2.4 -0.9 -1.0
C 1.946954 1.299407 -1.191008 2.7 0.1 3.9
C -0.277849 5.632828 -4.298415 0.1 0.2 -0.3
B 1.721216 2.414619 3.932916 0.1 3.2 1.7
H 3.979462 -0.271806 3.373896 -1.8 0.7 1.1
H -2.884167 3.557612 -3.609568 0.5 0.2 -0.1
H 1.359046 1.166463 -2.197251 1.5 0.2 2.5
H 0.227334 1.069250 2.710634 0.1 -0.6 0.0
H -1.992440 -2.424883 -2.659463 -0.1 0.1 0.1
H -0.439828 -3.798080 2.005737 -0.1 -0.1 -0.1
H 0.537924 -5.664464 0.755559 -0.1 0.0 0.1
H -0.738425 -7.132044 -0.568215 -0.3 0.1 0.0
H -2.212055 -1.334741 -1.286946 0.0 0.1 -0.2
H 2.692899 3.195466 5.493229 -2.2 -0.5 0.0
H 1.347465 4.674145 -3.204334 -0.2 -0.1 0.2
H -2.134998 -3.019689 0.106837 0.0 -0.2 -0.1
H -1.838666 -0.610641 -4.213202 -0.1 0.2 0.1
H 2.856835 -0.692240 6.333146 -0.2 -0.9 -2.4
H -4.280270 -1.982180 -3.443542 0.0 0.0 0.1
H -1.177712 0.186952 -2.753170 -0.2 0.1 -0.2
H -4.422834 -2.303672 -1.706426 0.0 0.1 -0.1
H 0.186215 5.185163 -5.185645 -0.1 0.0 0.1
H -5.562739 -0.073008 -2.606464 0.2 0.2 0.0
H 1.153805 3.572078 2.209281 1.3 0.0 0.5
H -0.501284 -3.511985 -0.440552 -0.1 0.0 0.0
H -2.137711 -7.087272 0.547448 0.0 0.2 -0.2
H 0.227244 0.484125 0.331900 2.4 0.9 0.2
H -2.236482 5.541688 -5.261615 0.0 0.0 0.1
H -2.276096 5.927131 -3.532129 0.0 -0.1 -0.1
H -0.402676 -6.410806 2.051201 0.0 0.1 -0.2
H 3.610542 1.009376 4.699308 -1.1 -1.9 -1.4
H -1.576473 3.216119 -4.786141 0.0 0.0 0.1
H 5.342316 2.471850 0.226322 -2.7 -1.1 0.3
H -2.034133 -4.572260 1.996208 0.1 0.1 -0.1
H -0.089177 6.710209 -4.337801 0.0 -0.2 0.0
H 4.062486 -3.934927 4.543509 0.0 1.8 1.8
H 2.231949 -1.947494 4.941312 1.0 2.0 0.7
H 4.080696 2.197566 -2.175262 -1.6 -0.8 2.4
H 0.293697 5.712306 -2.196114 0.0 -0.3 0.0
H -4.460347 0.108290 -1.205437 0.0 0.1 -0.2
H 2.787614 3.855412 2.737809 -1.3 -0.2 0.0
```
Positions in Å, forces in eV/Å.

Calculated values
Total energy = -5910.61004 hartree
Highest occupied orbital energy = -4.9976 eV
Gap between HOMO and LUMO = 7.0 eV
Charge = -1